Molecular formula: C20H20N6O2S2
Method: DFT, ωB97M-V with the def2-TZVPD basis set

- frontier orbital gap (eV) = 8.59
- relative energy (zero: lowest compared OMol25 entry of this formula, charge and spin) (eV) = 0.000
- SMILES = CCc1nnc(NC(=O)CSc2nnc(-c3ccoc3C)n2-c2cccc(C)c2)s1
- multiplicity = 1
- E_HOMO (eV) = -8.003

Structure (XYZ):
```
50
C20H20N6O2S2 | the Open Molecules 2025 dataset | ωB97M-V with the def2-TZVPD basis set
C -0.2146 -1.5333 -4.6435
C 0.0514 -0.9781 -3.4001
C -2.3041 -0.9534 -2.8766
H 1.3497 -2.8184 -5.3081
H -0.6861 -2.4105 2.1152
O -3.6120 -1.0910 2.7792
H 3.4348 1.4483 4.7134
N 1.8795 -0.9212 3.3067
C -0.2287 -0.3549 3.4795
C 0.3208 2.1242 -3.2621
H -2.2517 -3.2983 2.1105
H 4.4638 -0.4331 2.5284
H -3.5873 -1.7308 -4.3925
H 1.6909 -1.1033 -5.5182
H -0.4862 1.6798 -3.8068
H -3.1037 -0.7210 -2.1907
H 0.5562 -1.9232 -6.6031
C 0.0830 0.9749 -0.9615
H 4.4846 -0.7809 4.2512
C -2.5675 -1.5167 -4.1117
H 3.6204 2.6917 -0.6153
N 0.6110 -1.3062 3.2521
C 3.3706 0.9871 3.7235
N 0.1596 1.1010 0.3385
N -0.6969 -0.1165 -1.2731
S -2.0334 -2.0328 0.1507
H -1.7543 -2.2339 -5.9521
C 2.0562 0.3114 3.5986
H 1.2861 3.5515 -4.6608
C -1.0633 -0.6078 -0.0488
C -0.9878 -0.6823 -2.5286
H 2.4694 3.9040 -0.0539
H 2.1953 2.1999 0.3439
N -1.5922 -0.4509 3.4841
H -2.0813 0.3296 3.9085
C -1.5347 -1.7994 -4.9880
H 1.0698 -0.7696 -3.1055
C 1.7623 2.6971 -1.6479
H 3.4163 1.7947 2.9865
C 4.5261 0.0163 3.5149
N -0.5521 0.1183 0.9071
S 0.5438 1.1803 3.8527
C -1.7559 -2.3457 1.9253
C 1.1889 3.0634 -3.7120
C 2.5663 2.8813 -0.4158
C -2.4185 -1.2661 2.7443
H 5.4747 0.5385 3.6098
C 0.6919 1.8718 -1.9068
O 2.0637 3.4093 -2.7481
C 0.9097 -1.8580 -5.5774
```

***

Molecular formula: C20H20N6O4
Method: DFT, ωB97M-V with the def2-TZVPD basis set

- frontier orbital gap (eV) = 8.98
- relative energy (zero: lowest compared OMol25 entry of this formula, charge and spin) (eV) = 1.332
- SMILES = O=C(CCNc1n[nH]c(=O)[nH]c1=O)N/N=C\c1cccc(OCc2ccccc2)c1
- multiplicity = 1
- E_HOMO (eV) = -8.447

Structure (XYZ):
```
50
C20H20N6O4 | the Open Molecules 2025 dataset | ωB97M-V with the def2-TZVPD basis set
C -3.2507 -1.6469 0.2536
H 1.6141 -2.6746 -2.6319
H 1.8179 2.2402 0.7264
C -0.4109 -2.8524 0.0674
N -2.3842 -3.6371 1.3667
C 5.8322 -0.3054 0.4646
C 3.2764 0.7589 0.2211
O -2.7475 -1.8496 -0.8295
C 1.3358 -1.1045 -1.2200
C 4.2807 1.1362 -0.6608
C 5.5536 0.6096 -0.5368
H 2.0114 -0.4444 -1.7378
C 0.6931 -0.7044 -0.0539
H 6.3282 0.9099 -1.2269
H 4.0632 1.8445 -1.4480
H 2.7853 -0.4457 1.9169
N -3.0012 2.5076 0.4969
N -2.3416 3.5556 1.0541
N -0.5983 3.4030 -0.4324
H -3.6900 -2.3545 2.1243
H 0.2904 3.7606 -0.7651
N -3.0462 -2.4336 1.3478
C 1.8935 1.3496 0.0902
H -2.5101 0.3246 -1.7443
C -4.3431 0.3918 -0.7098
H -5.1544 -0.8430 0.8664
H -3.7507 0.1294 1.3432
H 1.7045 1.6430 -0.9511
C -4.1793 -0.4763 0.5427
O -0.6074 5.0109 1.1872
C 3.5637 -0.1521 1.2279
C 0.2664 -3.2559 -1.0830
C 4.8347 -0.6855 1.3455
C -2.4533 1.9096 -0.5152
H 0.1035 -4.2468 -1.4787
N -3.0932 0.9290 -1.1792
O 0.8588 0.5058 0.5564
H -5.0019 1.2326 -0.4799
H -0.6733 -1.2486 1.4830
C -1.1498 4.0700 0.6589
H -0.9351 -4.8311 0.7835
C 1.1089 -2.3734 -1.7262
C -1.1323 2.3101 -1.0660
O -0.5767 1.7548 -1.9880
C -1.2810 -3.8028 0.7592
C -0.1898 -1.5774 0.5747
H 5.0462 -1.3980 2.1290
H 6.8245 -0.7211 0.5569
H -4.7689 -0.2052 -1.5175
H -2.8160 3.9833 1.8375
```

***

Molecular formula: C20H21AuN6PS
Method: DFT, ωB97M-V with the def2-TZVPD basis set

- frontier orbital gap (eV) = 8.75
- relative energy (zero: lowest compared OMol25 entry of this formula, charge and spin) (eV) = 0.000
- multiplicity = 1
- E_HOMO (eV) = -10.967
- charge = +1

Structure (XYZ):
```
50
C20H21AuN6PS | the Open Molecules 2025 dataset | ωB97M-V with the def2-TZVPD basis set
C 4.2475 -0.1548 2.9231
H -0.2031 6.1189 -1.1948
H 0.3726 -6.1742 -2.5407
H -1.2587 -2.5556 -4.1292
N -0.5358 2.2655 -2.5724
C -2.7246 0.2712 2.9335
H 5.0582 -0.0171 3.6262
C -2.4049 2.3998 -1.0271
N -2.0917 4.5419 -0.3760
N -1.3113 2.9410 -1.6546
C 2.1206 -1.1257 2.3713
C -0.0824 5.1522 -1.6750
C -0.6933 0.9260 1.8297
H 0.0794 1.6658 1.6405
Au -1.3080 -0.5220 -1.8569
C 0.1747 -5.1132 -2.4730
H -0.1190 5.2858 -2.7569
H -0.7208 2.5896 -3.5149
C 0.2886 -3.0327 -1.2847
C -0.4763 -4.4485 -3.5132
H 1.2684 -1.7371 2.6480
N -0.3856 -2.4131 -2.2665
H -0.7893 -4.9706 -4.4047
H 0.4478 2.3585 -2.3536
N 0.6954 -2.3169 -0.1894
C -1.1633 4.2530 -1.2160
H 3.2571 0.8193 -0.1629
C 0.5641 -4.4073 -1.3615
H -1.7960 2.1936 3.1598
H -3.6621 3.4039 0.3123
H 1.0668 -4.8988 -0.5395
C -2.6534 -0.9748 2.3297
S -3.1108 0.8798 -1.1420
C 3.1717 -0.9677 3.2583
H -3.5423 0.5004 3.6045
H 5.1201 1.1176 1.4370
P 0.7166 -0.6010 -0.0168
H -1.5669 -2.2351 0.9776
H 0.8968 4.7462 -1.4155
N -2.8447 3.4129 -0.2730
C 4.2791 0.4880 1.6960
H -3.4192 -1.7158 2.5187
H 1.2238 -2.8444 0.4880
C 3.2299 0.3248 0.8012
C 2.1451 -0.4785 1.1346
C -0.7378 -3.1124 -3.3633
C -0.6199 -0.3224 1.2160
H 3.1488 -1.4681 4.2176
C -1.7433 1.2214 2.6853
C -1.6083 -1.2693 1.4658
```

***

Molecular formula: C20H21BaO3
Method: DFT, ωB97M-V with the def2-TZVPD basis set

- frontier orbital gap (eV) = 5.81
- multiplicity = 1
- E_HOMO (eV) = -3.835
- charge = -1

Structure (XYZ):
```
45
C20H21BaO3 | the Open Molecules 2025 dataset | ωB97M-V with the def2-TZVPD basis set
C -0.2811 -1.2787 -3.2386
H 0.3519 0.0353 7.1579
C 0.0416 -0.4643 -4.4786
C -0.4307 0.8553 -4.6098
C 0.7867 -2.5161 2.7795
C -0.8136 2.1642 2.4370
C 0.8823 1.1006 -6.6564
C 1.2309 -0.2632 -6.6043
H -1.0982 1.4094 -3.9250
O 0.7704 0.0022 4.5963
C 0.0739 1.6486 -5.6428
C -1.5226 -1.0119 -2.4982
C 1.4122 -2.9865 1.5847
H -1.7127 -2.2863 0.5420
C 0.2910 3.2340 0.7116
H -2.1824 -0.1729 -2.6831
C -0.5349 -2.0780 2.4182
C 0.4403 2.6538 2.9731
O -1.4712 -0.1200 4.4417
H -1.2367 -0.7540 7.0306
H 1.2999 1.7541 -7.4700
H -0.1089 -2.4047 -3.2283
C -0.5982 0.0485 6.6331
H -1.7959 2.4790 0.4557
C -0.9011 2.5602 1.0574
H -1.5904 1.6411 2.9931
C 0.7833 -1.0382 -5.5134
H 0.4712 3.7551 -0.2310
H -1.1366 0.9620 6.9217
H -0.1363 2.7129 -5.6415
H 2.1380 3.7244 1.9193
C 0.4544 -2.9091 0.5160
H 2.4228 -3.4104 1.4985
H -2.1260 -1.7597 -1.9499
C -0.4166 -0.0339 5.1366
H -1.2738 -1.6462 3.0941
H 1.2541 -2.3963 3.7675
H 0.8212 2.4590 3.9780
H 1.8375 -0.6896 -7.3935
H 1.0382 -2.0795 -5.4167
C -0.7404 -2.3541 1.0291
C 1.1473 3.2658 1.8930
H 0.5797 -3.3431 -0.4884
O 0.0298 -0.6030 -2.0892
Ba 1.5496 0.1341 2.1929
```

***

Molecular formula: C20H21Cl2N3NiO5S
Method: DFT, ωB97M-V with the def2-TZVPD basis set

- frontier orbital gap (alpha / beta) (eV) = 8.30 / 8.31
- relative energy (zero: lowest compared OMol25 entry of this formula, charge and spin) (eV) = 0.000
- multiplicity = 1
- E_HOMO (alpha / beta) (eV) = -8.683 / -8.683

Structure (XYZ):
```
53
C20H21Cl2N3NiO5S | the Open Molecules 2025 dataset | ωB97M-V with the def2-TZVPD basis set
O -0.6293 0.8878 0.2903
O -2.7531 -7.9860 2.2609
C -2.8056 4.3792 0.2056
C -2.0795 3.1997 0.2470
N -3.1665 -6.8511 2.4098
N 3.2133 1.1893 -1.4121
H 3.8128 -0.7450 -1.9054
Cl -2.6566 -1.6049 -1.8403
C -3.6838 -0.3892 -1.0788
H 0.6714 -5.2258 0.4460
C -0.0487 1.8487 -0.2935
H 4.5271 -0.3231 0.4748
C -2.4495 -2.0897 1.7897
H -3.7211 -4.2731 2.5352
C 3.5338 2.5849 -1.7338
C -2.7621 -4.4697 2.0747
C -1.0126 5.4413 -0.9915
H 4.8754 0.5378 -2.4445
H 2.6973 3.0065 -2.2879
H 2.9703 3.4785 0.1497
C -2.2745 5.4997 -0.4161
H 5.8813 -0.7811 -0.5642
C 5.1373 -0.0077 -0.3709
Cl -4.9619 -1.1299 -0.0983
C -0.2900 -5.0290 0.8994
H -0.5930 6.3173 -1.4687
H 0.6947 4.2009 -1.4005
H 4.3982 2.5591 -2.3967
N 1.1551 1.9003 -0.8303
H -0.7764 -7.0736 1.2567
C 3.8357 3.4381 -0.5100
C -2.3287 -5.7558 1.9352
H -2.8415 6.4213 -0.4462
H 4.0809 4.4550 -0.8205
C 4.2693 0.1959 -1.6053
Ni -0.2245 -0.9299 0.4235
C -0.2866 4.2616 -0.9542
O -4.2406 -6.5728 2.9116
H -3.7835 4.4275 0.6668
O 0.1021 -2.7580 0.5904
H -3.0590 0.2075 -0.4255
C -0.6945 -3.6659 1.0098
H -3.3968 -1.9832 2.3325
H -4.1509 0.2131 -1.8484
C -1.0846 -6.0417 1.3444
C -1.9629 -3.4117 1.6137
H -2.4670 2.3313 0.7592
H 5.6641 0.9078 -0.1018
C 2.0002 0.8716 -0.9282
H 4.6822 3.0436 0.0518
O -1.9107 -1.0461 1.3957
C -0.8198 3.1302 -0.3416
S 1.7132 -0.7912 -0.5590
```

***

Molecular formula: C20H21F3N4O3
Method: DFT, ωB97M-V with the def2-TZVPD basis set

- frontier orbital gap (eV) = 8.93
- relative energy (zero: lowest compared OMol25 entry of this formula, charge and spin) (eV) = 0.000
- SMILES = CNC(=O)[C@H](Cc1ccccc1)NC(C)=O.Oc1cccc2nc(C(F)(F)F)[nH]c12
- multiplicity = 1
- E_HOMO (eV) = -8.463

Structure (XYZ):
```
51
C20H21F3N4O3 | the Open Molecules 2025 dataset | ωB97M-V with the def2-TZVPD basis set
O 2.6432 -0.7569 2.6039
C -7.0918 -3.2022 -5.4118
C 1.1219 1.7961 1.7758
N 3.8951 2.5018 3.1477
C -1.7521 -3.2280 -2.5555
H 4.9021 -2.2871 3.1231
C -6.4616 -1.7442 -3.5690
C -4.8954 -3.3847 -4.4239
C 5.2515 4.4989 3.2933
C 4.4563 3.3991 3.9565
H 5.5016 5.2499 4.0417
C -7.4056 -2.1672 -4.5133
H -0.1206 0.0424 2.0063
C -3.1286 -3.1180 -3.1972
H 4.6538 4.9588 2.5085
H -7.6652 -0.4593 -2.7885
H 4.0362 2.6058 2.1555
H 1.6142 3.4282 -1.1899
O -6.7464 -0.7501 -2.6755
H -7.8245 -3.5312 -6.1432
F -1.1809 -1.9921 -2.5030
C 5.3764 -1.4224 2.6535
H 3.0276 1.3754 4.6714
H 2.2487 3.5526 1.2060
N -4.0895 -2.2036 -2.7802
C -0.1338 0.7382 -0.0330
O 4.3621 3.3592 5.1745
C 1.5222 1.8375 3.2444
C 0.3663 1.6864 -0.9408
H 5.3324 0.5187 3.5378
F -1.8846 -3.6829 -1.2791
C 1.6040 2.7576 0.8650
N 4.7455 -0.1929 3.1301
H 5.2509 -1.5030 1.5719
H -0.7915 -0.0464 -0.3776
H -3.9841 -1.5262 -2.0285
F -0.9294 -4.0670 -3.2428
H 1.3363 2.8434 3.6246
H 6.4402 -1.4200 2.8954
C 0.2447 0.7929 1.3197
C -5.2144 -2.3640 -3.5469
C 2.9749 1.4403 3.5833
C 3.4297 0.0558 3.0752
N -3.6043 -3.8434 -4.1972
H 6.1652 4.0826 2.8736
C -5.8300 -3.8153 -5.3651
H 0.8620 1.1702 3.8003
H -8.3840 -1.7006 -4.5565
C 1.2367 2.6945 -0.4919
H -5.5650 -4.6175 -6.0458
H 0.0813 1.6401 -1.9827
```

***

Molecular formula: C20H21N3O2
Method: DFT, ωB97M-V with the def2-TZVPD basis set

- frontier orbital gap (eV) = 9.32
- relative energy (zero: lowest compared OMol25 entry of this formula, charge and spin) (eV) = 1.637
- SMILES = CCOc1ccccc1C(=O)N[C@H](C)c1ccc(-n2ccnc2)cc1
- multiplicity = 1
- E_HOMO (eV) = -8.707

Structure (XYZ):
```
46
C20H21N3O2 | the Open Molecules 2025 dataset | ωB97M-V with the def2-TZVPD basis set
H -5.3089 0.7658 -2.9971
C -0.0850 2.2223 0.5805
H -0.9588 1.5767 -3.9450
H 3.0768 -3.6887 0.8471
C -0.9403 1.7264 -0.5620
C -2.1695 1.1218 -0.3251
C -2.9117 -0.0831 -4.9552
N 0.2485 1.1432 1.4885
C -1.2961 1.4377 -2.9292
H 4.6033 -1.5437 -0.7098
H 0.8758 2.5744 0.1898
C -4.6928 0.4047 -3.7959
H -0.9927 4.1788 0.6502
H -0.1312 3.7278 2.1269
H 3.0211 -3.4326 3.1733
H 0.5571 0.7106 4.1942
C -2.5270 0.8378 -2.6832
H -1.8768 -0.2211 -5.1896
C 1.5224 0.7193 1.6834
C -4.0418 -0.3592 -5.6645
C -0.5139 1.8703 -1.8755
C 1.2370 -1.1772 4.9382
H -3.9007 0.1942 -1.1685
N -3.3314 0.4055 -3.7437
C 2.4816 -2.5218 3.3801
O 2.4765 1.2121 1.1220
H 3.2459 -2.4867 -1.3226
C 1.0824 -0.2056 3.9641
C 3.6275 -2.7391 0.7777
C 1.6249 -0.3749 2.6996
O 2.7838 -1.6598 1.1265
C 2.3314 -1.5501 2.3938
H 4.7805 -3.2925 -0.9510
C -2.9563 0.6769 -1.3692
H 2.0720 -3.0931 5.3920
H 0.8182 -1.0319 5.9220
H -0.5064 0.6674 1.9557
H -1.7136 3.0220 1.7716
C 1.9402 -2.3297 4.6395
C -0.7776 3.3614 1.3333
N -5.1426 -0.0404 -4.9312
H 0.4415 2.3310 -2.0767
H 4.4882 -2.7800 1.4591
H -4.1358 -0.7628 -6.6524
H -2.5236 0.9894 0.6870
C 4.0979 -2.5033 -0.6487
```

***

Molecular formula: C20H21N3O2S
Method: DFT, ωB97M-V with the def2-TZVPD basis set

- frontier orbital gap (eV) = 9.35
- relative energy (zero: lowest compared OMol25 entry of this formula, charge and spin) (eV) = 0.167
- SMILES = Cc1cccc(N2C(=O)C[C@@H](Sc3nc(C)c4c(n3)CCCC4)C2=O)c1
- multiplicity = 1
- E_HOMO (eV) = -8.676

Structure (XYZ):
```
47
C20H21N3O2S | the Open Molecules 2025 dataset | ωB97M-V with the def2-TZVPD basis set
H -0.4935 2.4620 0.7211
H -3.9147 0.9923 1.8219
O 0.8019 -2.8007 2.1649
H 1.5812 3.7623 0.3359
H -1.6535 1.1177 2.7790
C -0.8436 1.8845 -1.3290
H 0.9844 -4.4127 -1.6507
C -3.4522 -0.6297 0.5049
C 1.2859 -3.4150 -1.3245
C 1.8772 -3.4263 0.0709
H -1.2929 2.4415 -2.1524
C 1.8702 1.7132 -0.2282
C 0.8105 -2.8231 0.9647
C -1.1795 -1.4191 0.6121
H 0.1156 -0.4070 1.9920
C -2.4577 -1.5025 0.0815
H 1.4613 3.4438 -1.3998
N 3.3887 0.1678 0.7155
O -0.6523 -2.1669 -2.1025
C -3.1487 0.3115 1.4801
C -0.8795 -0.4697 1.5813
H -5.3735 -1.5475 0.3996
S 3.3917 -2.3991 0.2759
H -0.2257 0.0232 -2.2729
H 0.7023 1.4375 -2.7698
C -1.8749 0.3849 2.0169
C 0.0562 -2.5399 -1.2080
H -5.3887 0.1888 0.0903
C -4.8301 -0.7293 -0.0734
C 1.3117 0.6488 -0.9392
H -0.7915 3.8209 -0.3597
C -0.2896 2.8560 -0.2770
H 3.0184 2.9106 2.1199
N -0.1602 -2.2851 0.1412
C 0.2258 0.9464 -1.9150
C 2.9532 1.4186 0.5990
H 4.0706 3.2300 0.7382
H 4.5096 1.9744 1.9151
H 1.9583 -3.0023 -2.0750
C 2.7611 -0.7688 0.0365
N 1.7568 -0.5951 -0.8069
H -1.6309 1.2825 -0.8743
H 2.1915 -4.4062 0.4291
C 1.2254 3.0489 -0.4072
H -4.7840 -0.9318 -1.1410
H -2.6779 -2.2406 -0.6734
C 3.6854 2.4501 1.3925
```